Record 1
DFT (ωB97M-V with the def2-TZVPD basis set) results for 2 unconnected molecules or ions with the total composition C3H6O3P in a non-equilibrium geometry.

Structure (ORCA input):
```
! wB97M-V def2-TZVPD RIJCOSX def2/J DEFGRID3
* xyz -1 1
C -3.027 0.383 -0.083
C 1.633 0.722 0.072
C 1.285 -0.595 -0.585
O -3.246 1.512 0.164
O -3.501 -0.623 -0.417
O -1.209 -0.103 0.463
P -0.331 -1.382 0.279
H 0.204 -1.461 1.723
H 2.487 1.101 -0.334
H 0.927 1.508 -0.018
H 1.902 0.773 1.076
H 2.017 -1.409 -0.726
H 0.859 -0.427 -1.614
*
```

Computed properties:
HOMO energy = -0.123 Eh
Gap between HOMO and LUMO = 7.4 eV
Energy above the lowest of the compared OMol25 structures with the same formula, charge and spin = 2.2021 eV
E_tot = -18640.608 eV



Record 2
DFT (ωB97M-V with the def2-TZVPD basis set) results for C3H7N3 in the gas phase in a non-equilibrium geometry.

Structure (ORCA input):
```
! wB97M-V def2-TZVPD RIJCOSX def2/J DEFGRID3
* xyz 0 1
N -0.752 0.071 -1.988
N 0.418 -0.751 -1.866
C 0.844 -0.729 -0.668
N 0.367 0.329 0.045
C 0.522 0.324 1.565
C -0.723 -0.101 1.064
H -0.937 0.575 -2.923
H -0.354 0.916 -1.176
H 1.703 -1.162 -0.184
H 1.091 -0.576 2.066
H 0.704 1.379 1.951
H -1.359 -0.995 0.929
H -1.523 0.722 1.183
*
```

Computed properties:
HOMO energy = -0.318 Eh
Gap between HOMO and LUMO = 9.6 eV
Energy above the lowest of the compared OMol25 structures with the same formula, charge and spin = 4.8212 eV
E_tot = -7689.858 eV